Formula: CH6N2S2
Source: OMol25
Level of theory: wB97M-V/def2-TZVPD

```
! wB97M-V def2-TZVPD RIJCOSX def2/J DEFGRID3
* xyz 0 1
S 2.14 1.30 0.09
S 2.87 -0.64 0.02
H 1.41 1.21 -1.03
H 1.69 -1.25 0.23
N -1.24 0.38 1.03
C -1.28 -0.33 -0.12
N -0.82 0.12 -1.22
H -1.45 -0.08 1.90
H -0.62 1.16 1.08
H -1.73 -1.32 -0.04
H -0.96 -0.55 -1.96
*
```

Properties
molar mass = 110.207 u
SMILES string = [H]/N=C/N.SS
energy above the lowest of the compared OMol25 structures with the same formula, charge and spin = 1.4 kcal/mol
gap between HOMO and LUMO = 9.459 eV
E = -25784.8469 eV



Formula: C6H12NO2
Source: OMol25
Level of theory: wB97M-V/def2-TZVPD

```
! wB97M-V def2-TZVPD RIJCOSX def2/J DEFGRID3
* xyz 1 1
C 1.16 1.45 1.00
C 1.94 -0.66 -0.06
C 3.19 -0.41 -0.86
C -1.65 -1.00 -1.03
C -1.78 0.07 0.10
C -1.15 -0.23 1.38
N 1.30 0.42 0.37
O 1.39 -1.78 0.19
O -0.48 -1.23 1.54
H 0.37 2.21 0.69
H 1.92 1.77 1.75
H 3.47 0.56 -1.18
H 4.05 -0.93 -0.35
H 3.00 -0.89 -1.84
H -2.04 -1.99 -0.65
H -0.57 -1.00 -1.49
H -2.27 -0.55 -1.85
H -2.79 0.14 0.35
H -1.28 0.99 -0.18
H -1.43 0.62 2.10
H 0.34 -1.72 0.43
*
```

Properties
molar mass = 130.167 u
energy above the lowest of the compared OMol25 structures with the same formula, charge and spin = 46.1 kcal/mol
gap between HOMO and LUMO = 10.282 eV
E = -11992.3141 eV



Formula: C6H13N
Source: OMol25
Level of theory: wB97M-V/def2-TZVPD

```
! wB97M-V def2-TZVPD RIJCOSX def2/J DEFGRID3
* xyz 0 1
C -1.31 0.20 -0.98
C 1.32 0.35 1.85
C -1.67 1.58 -1.42
C 1.85 1.45 1.32
C -0.30 -2.37 0.15
C 0.52 -1.27 -0.43
N -0.05 -0.17 -0.92
H -2.07 -0.45 -0.59
H 0.27 0.29 2.05
H 1.93 -0.47 2.19
H 1.56 -1.42 -0.63
H -1.80 2.26 -0.58
H -2.62 1.58 -1.97
H -0.90 1.99 -2.07
H 1.25 2.31 1.07
H 0.63 0.54 -1.22
H 2.92 1.58 1.24
H 0.34 -3.20 0.43
H -0.82 -2.03 1.06
H -1.05 -2.74 -0.55
*
```

Properties
molar mass = 99.177 u
energy above the lowest of the compared OMol25 structures with the same formula, charge and spin = 68.7 kcal/mol
gap between HOMO and LUMO = 7.188 eV
E = -7919.8536 eV